Molecular formula: C15H23NO4
Method: DFT, the ωB97M-V functional and the def2-TZVPD basis

Geometry (Å):
C 0.35 -2.08 4.12
N 0.88 -1.94 2.76
C 1.86 -2.74 2.25
C 2.07 -2.42 0.93
C 1.12 -1.40 0.60
O 0.87 -0.77 -0.62
C 1.73 -0.93 -1.66
O 2.75 -1.63 -1.68
C 1.40 -0.24 -3.00
C 2.48 0.87 -3.28
C 0.00 0.41 -2.94
C 1.46 -1.28 -4.14
C 0.36 -1.14 1.73
O -0.67 -0.28 1.93
C -0.71 0.96 1.36
O 0.27 1.59 0.96
C -2.07 1.68 1.29
C -2.58 1.85 2.71
C -3.00 0.81 0.44
C -2.05 3.08 0.66
H -0.06 -1.11 4.49
H 1.11 -2.40 4.80
H -0.48 -2.85 4.08
H 2.38 -3.50 2.82
H 2.80 -2.90 0.29
H 2.50 1.65 -2.52
H 3.47 0.42 -3.31
H 2.28 1.39 -4.22
H -0.05 1.18 -2.15
H -0.73 -0.39 -2.81
H -0.17 0.92 -3.86
H 2.49 -1.63 -4.31
H 0.86 -2.15 -3.88
H 1.08 -0.85 -5.03
H -2.69 0.88 3.18
H -3.52 2.40 2.65
H -1.92 2.47 3.26
H -3.20 -0.13 0.90
H -2.57 0.69 -0.53
H -3.98 1.26 0.28
H -1.66 3.02 -0.38
H -1.41 3.75 1.23
H -3.04 3.49 0.58

SMILES = Cn1ccc(OC(=O)C(C)(C)C)c1OC(=O)C(C)(C)C
Electronic energy = -25607.803 eV

Molecular formula: C34H94N4O11
Method: DFT, the ωB97M-V functional and the def2-TZVPD basis

Geometry (Å):
C 14.04 19.97 16.71
O 13.53 19.03 15.79
C 13.85 17.69 16.14
C 13.21 16.79 15.09
C 11.66 16.87 15.09
N 13.64 15.41 15.21
H 13.80 20.96 16.34
H 15.12 20.01 16.78
H 13.61 19.77 17.70
H 14.93 17.62 16.11
H 13.42 17.48 17.13
H 13.61 17.04 14.10
H 11.30 17.86 14.79
H 11.38 16.66 16.14
H 11.31 16.06 14.44
H 14.63 15.31 15.07
H 13.44 14.96 16.09
C 17.96 12.82 10.59
O 17.94 12.40 11.96
C 17.07 11.32 12.22
C 17.79 9.97 12.36
C 18.40 9.56 11.05
N 16.91 8.95 12.90
H 18.30 12.05 9.89
H 18.56 13.71 10.60
H 16.96 13.19 10.26
H 16.51 11.62 13.13
H 16.30 11.19 11.50
H 18.63 10.12 13.07
H 18.95 8.63 11.15
H 19.05 10.30 10.61
H 17.61 9.27 10.39
H 17.44 8.09 13.00
H 16.62 9.19 13.86
C 10.90 15.66 11.41
O 9.48 15.50 11.35
C 9.08 14.20 10.91
C 9.46 13.90 9.46
C 8.84 15.04 8.64
N 8.96 12.64 9.01
H 11.14 16.48 12.13
H 11.20 15.88 10.39
H 11.45 14.81 11.84
H 9.46 13.44 11.62
H 7.98 14.18 11.00
H 10.52 13.97 9.25
H 7.77 15.05 8.90
H 8.91 14.83 7.58
H 9.22 16.04 8.88
H 9.55 11.89 9.29
H 8.07 12.48 9.48
C 19.57 22.04 16.19
O 18.53 21.21 15.74
C 18.97 20.31 14.69
C 17.92 19.33 14.31
C 16.60 20.05 13.98
N 17.70 18.38 15.44
H 20.42 21.47 16.60
H 19.18 22.75 16.97
H 19.93 22.71 15.40
H 19.30 20.94 13.86
H 19.82 19.74 15.04
H 18.30 18.66 13.52
H 15.79 19.30 14.09
H 16.62 20.39 12.97
H 16.39 20.87 14.71
H 18.57 18.17 15.90
H 17.21 18.92 16.19
C 19.02 20.50 10.16
C 19.00 19.30 9.19
C 19.59 18.09 9.95
O 17.68 19.09 8.81
H 18.31 21.24 9.86
H 19.94 21.09 10.06
H 18.87 20.20 11.21
H 19.62 19.51 8.32
H 19.64 17.22 9.32
H 18.85 17.82 10.70
H 20.56 18.39 10.39
H 17.28 19.87 8.42
C 14.87 11.17 8.55
C 14.20 12.50 8.32
C 13.31 12.84 9.51
O 15.22 13.50 8.12
H 15.74 11.01 8.00
H 14.19 10.31 8.47
H 15.19 11.14 9.57
H 13.64 12.51 7.37
H 12.53 12.13 9.61
H 12.86 13.82 9.49
H 13.95 12.74 10.42
H 14.79 14.39 8.24
C 14.81 17.56 6.49
C 13.53 16.99 7.11
C 12.89 16.22 5.98
O 13.81 16.13 8.25
H 15.24 18.34 7.15
H 14.55 18.07 5.58
H 15.52 16.79 6.25
H 12.88 17.77 7.51
H 12.05 15.59 6.37
H 13.59 15.54 5.46
H 12.48 16.98 5.35
H 14.24 16.69 8.88
C 17.48 13.45 15.14
C 17.95 14.88 15.09
C 18.93 15.04 13.96
O 16.78 15.70 14.86
H 18.36 12.80 14.99
H 16.90 13.25 14.24
H 16.93 13.18 16.05
H 18.40 15.24 16.05
H 19.37 16.02 13.98
H 18.40 14.91 12.99
H 19.71 14.26 14.02
H 17.00 16.64 15.01
C 15.00 21.33 8.30
C 15.64 21.94 7.03
O 17.10 21.67 7.16
H 15.48 21.78 9.19
H 15.05 20.21 8.29
H 13.95 21.61 8.33
H 15.45 22.97 6.92
H 15.25 21.31 6.20
H 17.52 22.29 6.58
C 12.84 11.28 14.22
C 12.43 12.28 13.22
O 11.82 13.42 13.88
H 13.30 10.37 13.86
H 11.82 10.98 14.55
H 13.43 11.73 15.03
H 11.62 11.97 12.57
H 13.23 12.61 12.55
H 12.53 13.96 14.26
C 15.65 16.39 11.24
C 15.16 17.85 11.08
O 15.21 18.27 9.72
H 15.32 15.81 10.36
H 15.38 15.96 12.26
H 16.75 16.41 11.18
H 15.70 18.53 11.76
H 14.11 17.95 11.40
H 16.11 18.48 9.41

SMILES = COC[C@H](C)N.COC[C@H](C)N.COC[C@H](C)N.COC[C@H](C)N.CC(C)O.CC(C)O.CC(C)O.CC(C)O.CCO.CCO.CCO
Electronic energy = -65262.090 eV

Molecular formula: C26H54BN6O6
Method: DFT, the ωB97M-V functional and the def2-TZVPD basis

Geometry (Å):
C 1.31 -3.06 -1.38
C 1.82 -1.72 -2.01
C 2.03 -0.61 -0.92
C 1.41 0.76 -1.27
C -0.11 0.82 -1.15
C -0.99 -0.15 -1.56
C -2.39 0.01 -1.44
B -3.30 -1.16 -2.01
O -3.19 -1.43 -3.38
C -4.29 -2.05 -1.17
C -5.73 -1.38 -1.21
C -2.84 1.21 -0.87
C -1.93 2.14 -0.46
N -0.61 1.94 -0.61
H 0.25 -3.26 -1.62
H 1.90 -3.89 -1.78
H 1.38 -3.04 -0.28
H 1.16 -1.39 -2.82
H 2.77 -1.98 -2.50
H 3.12 -0.45 -0.87
H 1.75 -0.97 0.08
H 1.80 1.48 -0.53
H 1.71 1.08 -2.27
H -0.63 -1.08 -2.01
H -2.23 -1.40 -3.56
H -3.95 -2.28 -0.15
H -4.39 -3.02 -1.69
H -6.29 -1.64 -0.31
H -6.22 -1.76 -2.12
H -5.60 -0.30 -1.34
H -3.92 1.37 -0.76
H -2.28 3.07 -0.01
H -0.01 2.71 -0.30
C -2.13 0.22 3.45
C -3.56 0.71 3.29
O -4.27 0.34 2.36
N -4.03 1.57 4.22
C -3.35 2.11 5.38
H -1.90 -0.46 2.63
H -1.44 1.06 3.41
H -2.02 -0.32 4.39
H -4.99 1.85 4.05
H -3.91 1.83 6.28
H -3.33 3.20 5.31
H -2.34 1.74 5.46
C -0.52 1.61 -6.58
C -1.30 0.76 -5.62
O -0.82 0.37 -4.56
N -2.56 0.42 -5.96
C -3.30 0.77 -7.16
H 0.47 1.80 -6.17
H -0.40 1.10 -7.54
H -1.02 2.57 -6.73
H -3.03 -0.16 -5.27
H -4.20 1.31 -6.88
H -3.59 -0.15 -7.68
H -2.70 1.38 -7.83
C 2.73 4.42 1.78
C 1.64 4.87 0.83
O 1.17 4.12 -0.03
N 1.19 6.13 0.95
C 1.61 7.16 1.89
H 2.98 3.38 1.55
H 3.62 5.03 1.65
H 2.38 4.47 2.81
H 0.47 6.37 0.28
H 0.75 7.47 2.48
H 1.99 8.02 1.34
H 2.39 6.79 2.56
C 6.88 -1.44 0.57
C 5.88 -1.08 1.64
O 5.98 -0.08 2.32
N 4.83 -1.93 1.82
C 4.52 -3.16 1.12
H 7.66 -0.68 0.55
H 7.35 -2.40 0.80
H 6.40 -1.48 -0.41
H 4.19 -1.62 2.55
H 3.54 -3.05 0.65
H 4.48 -3.98 1.84
H 5.26 -3.39 0.36
C -0.39 -3.69 2.39
C 1.07 -3.33 2.54
O 1.64 -2.59 1.75
N 1.74 -3.85 3.60
C 1.24 -4.73 4.64
H -0.79 -3.20 1.50
H -0.50 -4.77 2.27
H -0.96 -3.35 3.26
H 2.70 -3.56 3.64
H 1.37 -4.25 5.61
H 1.82 -5.65 4.63
H 0.19 -4.97 4.49

Electronic energy = -49738.511 eV
Charge = +1